Here is a 2-piece molecular cluster, C6H9NO2S overall in a non-equilibrium geometry from the OMol25 dataset. Energies are from ωB97M-V/def2-TZVPD.

Structure (XYZ):
```
19
Properties=species:S:1:pos:R:3:forces:R:3:mulliken_charge:R:1
C -3.025538 -0.633586 -0.650481 -1.59 -2.48 -0.76 0.0029
C -3.764894 0.248577 0.155310 -0.30 0.98 1.84 0.4300
C 1.875695 0.137174 -0.727134 1.93 4.17 0.78 -1.1824
C 0.244828 -0.111003 1.320740 0.16 -1.13 -1.00 -1.1991
C -0.833100 -0.183168 -1.507949 3.10 -0.01 -0.75 -0.4438
C 0.747313 0.652140 0.143088 -1.28 0.38 -0.86 0.5797
N -1.936987 -0.430987 -1.279798 -2.77 -0.41 1.19 0.0074
O -4.697355 -0.122174 0.845025 0.45 0.36 -0.82 -0.5996
O -3.360272 1.515707 0.195755 -0.75 1.46 0.76 -0.4430
S 0.016738 2.070275 -0.201762 0.38 0.93 -0.06 -0.2125
H -3.613972 -1.534300 -0.768727 0.57 -0.38 -0.50 0.3137
H 1.994648 0.790568 -1.697227 -0.08 -0.99 2.17 0.2820
H 1.681813 -0.802294 -1.053453 -0.36 -3.15 -0.60 0.4366
H 2.841615 0.176678 -0.078669 -1.44 -0.17 -1.33 0.3336
H 1.153372 -0.422605 1.762384 0.83 -0.43 1.49 0.4246
H -0.271069 -1.058492 1.085372 0.26 0.28 -0.49 0.2603
H -0.441768 0.414625 1.948844 0.05 0.66 0.40 0.3595
H -0.258049 0.227014 -2.272855 0.49 0.46 -1.22 0.3977
H -2.528899 1.775224 -0.209691 0.36 -0.50 -0.23 0.2523
```
Forces are in eV/Å.

Computed properties:
orbital gap: 7.5681 eV
LUMO energy: -0.85 eV
total energy: -22784.29800 eV
energy relative to the best compared isomer or geometry (same formula, charge and spin): 396.9 kJ/mol
2S+1: 1